No. 1
C35H40F9NO37S2 | ωB97M-V/def2-TZVPD

Cartesian coordinates (Å):
O  2.5920  -0.0463  -0.4769
C  1.6583  -0.7676  -0.5067
F  1.3138  -1.4756  0.5520
N  0.8332  -0.9410  -1.6881
O  0.9424  0.1737  -2.4981
S  -0.5855  0.5092  -3.1392
O  -0.3229  0.8224  -4.5060
O  -1.1447  1.9781  -2.4991
S  -2.3175  1.7724  -1.3828
O  -1.8622  1.0456  -0.2389
O  -2.7156  3.0882  -0.9954
C  -3.8318  0.9475  -2.1283
F  -4.7966  1.8593  -2.0082
F  -3.6955  0.7407  -3.4450
C  -4.3333  -0.3151  -1.3520
F  -5.4978  -0.6514  -1.9280
F  -4.6019  0.0188  -0.0991
C  -3.4220  -1.5899  -1.4153
F  -2.6339  -1.7120  -0.3610
F  -4.2366  -2.6542  -1.3867
F  -2.7135  -1.6775  -2.5396
C  1.2116  -2.1286  -2.3980
O  0.5517  -2.5823  -3.2656
F  2.3394  -2.7450  -2.0312
C  3.2995  4.4083  -0.5170
C  2.4617  4.0572  -1.7208
O  1.5467  3.0928  -1.1937
C  1.4566  3.3025  0.1451
O  0.6607  2.7789  0.8551
O  2.3944  4.1860  0.5686
H  3.6434  5.4401  -0.5282
H  4.1607  3.7478  -0.3982
H  1.8947  4.9093  -2.1013
H  3.0478  3.6310  -2.5321
C  3.7604  -1.6993  -6.0489
C  4.1103  -2.9443  -5.2744
O  5.5354  -2.9918  -5.3871
C  5.9711  -1.7273  -5.6255
O  7.1141  -1.3997  -5.6008
O  4.9365  -0.8959  -5.8895
H  2.8864  -1.1888  -5.6566
H  3.6063  -1.8949  -7.1096
H  3.8433  -2.8721  -4.2181
H  3.6578  -3.8410  -5.6919
C  9.0493  -4.0196  -2.1634
C  8.2521  -4.3857  -3.3877
O  7.3613  -5.3929  -2.8924
C  7.2336  -5.2037  -1.5531
O  6.4400  -5.7649  -0.8699
O  8.1295  -4.2911  -1.1014
H  9.3536  -2.9755  -2.1556
H  9.9333  -4.6480  -2.0340
H  7.6627  -3.5507  -3.7703
H  8.8721  -4.7776  -4.1912
C  -2.2382  -1.4056  -7.7682
C  -1.8995  -2.6502  -6.9859
O  -0.4765  -2.7073  -7.0965
C  -0.0316  -1.4497  -7.3427
O  1.1122  -1.1261  -7.3214
O  -1.0607  -0.6118  -7.6131
H  -3.1100  -0.8849  -7.3778
H  -2.3906  -1.6065  -8.8307
H  -2.1683  -2.5687  -5.9301
H  -2.3565  -3.5467  -7.3990
C  -6.0620  0.8336  3.3040
C  -7.5199  0.8735  3.6584
O  -8.1548  0.7986  2.3794
C  -7.2824  0.2109  1.5223
O  -7.5549  -0.1463  0.4223
O  -6.0487  0.0900  2.0858
H  -5.4587  0.3425  4.0649
H  -5.6525  1.8281  3.1121
H  -7.8308  0.0152  4.2580
H  -7.7967  1.7875  4.1790
C  -4.2800  5.7420  3.1436
C  -5.1307  5.4308  1.9379
O  -6.0923  4.5144  2.4682
C  -6.1761  4.7304  3.8017
O  -7.0055  4.2461  4.5079
O  -5.1995  5.5640  4.2265
H  -3.8857  6.7554  3.1332
H  -3.4528  5.0400  3.2654
H  -5.6548  6.3091  1.5556
H  -4.5656  4.9749  1.1275
C  2.4843  3.6315  3.4919
C  2.1863  2.5293  4.4730
O  3.0008  2.8793  5.5976
C  3.2319  4.2161  5.5363
O  3.7320  4.8509  6.4077
O  2.8140  4.7296  4.3514
H  1.6357  3.8720  2.8623
H  3.3437  3.4077  2.8582
H  1.1403  2.5159  4.7856
H  2.4517  1.5459  4.0925
C  8.5568  -9.3290  -4.6063
C  7.9356  -7.9994  -4.9495
O  9.0643  -7.2193  -5.3482
C  10.0367  -8.0790  -5.7553
O  11.0373  -7.7508  -6.3007
O  9.7075  -9.3623  -5.4535
H  7.8977  -10.1692  -4.8138
H  8.8831  -9.3828  -3.5654
H  7.2392  -8.0673  -5.7883
H  7.4285  -7.5414  -4.1035
C  -9.6751  3.8582  6.3498
C  -10.2055  4.2862  7.6944
O  -11.2665  3.3569  7.9218
C  -11.0084  2.2455  7.1822
O  -11.6056  1.2246  7.2728
O  -9.9752  2.4607  6.3264
H  -8.6072  4.0273  6.2430
H  -10.1950  4.3448  5.5217
H  -9.4652  4.1783  8.4904
H  -10.5784  5.3083  7.6950
C  1.7901  0.9513  8.4816
C  0.3256  0.9151  8.8446
O  -0.3080  0.7953  7.5691
C  0.5925  0.2473  6.7137
O  0.3317  -0.1359  5.6192
O  1.8266  0.1961  7.2696
H  2.4248  0.4974  9.2395
H  2.1484  1.9625  8.2771
H  0.0647  0.0451  9.4512
H  -0.0044  1.8160  9.3575

The total energy comes out at -5891.491402 hartree. Its molar mass is 1301.8 g/mol. Its HOMO-LUMO gap is 10.09 eV.

No. 2
C12H19OP | ωB97M-V/def2-TZVPD

Cartesian coordinates (Å):
C  2.1302  -1.9911  -1.9184
C  0.8302  -1.7848  -2.0727
C  -0.0342  -0.1809  2.3772
C  -0.5360  3.1237  0.4678
C  -1.1154  2.1544  -0.6006
C  -1.7998  1.7650  2.2842
C  -0.5378  2.3972  1.7810
C  -0.4879  0.8216  -0.6134
C  -0.5938  0.9799  1.7442
C  3.1508  -2.0389  -3.0448
C  -1.0468  -1.3525  2.4784
C  -0.1385  -1.9578  -0.9479
O  1.1134  -0.3458  2.6478
P  -1.4650  -0.7535  -0.7397
H  2.5907  -2.0263  -0.9745
H  0.6270  -1.5610  -3.1012
H  0.4576  3.3699  0.1991
H  -1.1562  3.9333  0.4349
H  -2.1938  1.9489  -0.4293
H  -1.0263  2.5674  -1.6336
H  -1.8713  1.7201  3.4112
H  -2.7583  1.7699  1.7249
H  0.0596  2.9059  2.5434
H  0.7511  0.8981  -0.5373
H  2.8184  -1.8527  -4.0482
H  3.8482  -2.8934  -3.0937
H  3.9428  -1.3543  -2.7248
H  -1.9330  -1.0348  3.0735
H  -0.5651  -2.3532  2.8536
H  -1.4281  -1.5035  1.4957
H  0.5876  -2.0644  0.0048
H  -0.6955  -2.9686  -0.9389
H  -1.5247  -0.3377  -2.1027

For the energy above the lowest of the compared OMol25 structures with the same formula, charge and spin, the calculation gives 115.2 kcal per mole. The total energy comes out at -885.010595 hartree. Its molar mass is 210.3 g/mol. Its HOMO-LUMO gap (spin up / spin down) is 8.06 / 8.06 eV.

No. 3
C20H18BrN5O4S | ωB97M-V/def2-TZVPD

Cartesian coordinates (Å):
O  5.1689  2.7069  2.0768
Br  -9.0578  -3.4010  3.0012
C  -4.5532  -2.2490  -0.4454
C  -3.4346  -1.9926  -0.8881
N  1.0403  0.6676  -2.4589
N  -1.9811  -1.4191  -2.6697
N  -1.3024  -0.9241  -0.4362
O  3.3946  4.0699  1.6136
O  2.4131  -1.6149  2.4684
O  4.5902  -0.0851  2.7305
S  -6.2405  -2.6890  1.8059
C  4.0334  2.8878  1.7587
C  1.5534  0.8914  -1.2941
C  -7.8324  -3.2173  1.4691
C  -5.8358  -2.6020  0.1100
C  -8.0138  -3.4323  0.1059
C  -6.8121  -3.1101  -0.6966
C  -2.1882  -1.4503  -1.3218
C  -0.9994  -0.6119  -3.0431
C  -0.2744  -0.1699  -0.8229
C  -0.0542  -0.0576  -2.1781
N  -0.6430  -0.4656  -4.3583
N  0.8366  0.3373  -0.2245
C  4.1417  5.2556  1.4108
C  -0.7866  -1.5613  -5.3482
C  2.0703  1.6915  3.0506
C  3.1093  1.6809  1.9156
C  1.6190  1.6085  1.5877
C  2.6098  -0.7141  1.2915
C  3.7340  0.3164  1.6854
C  1.2946  0.2096  1.1377
H  3.2811  -1.6063  2.9758
H  5.2459  0.7113  2.9013
H  2.4324  1.5914  -1.1183
H  -8.9539  -3.8921  -0.2571
H  -6.6491  -3.4789  -1.7050
H  0.1797  0.1007  -4.4324
H  4.9326  5.3663  2.1815
H  3.4237  6.1613  1.4718
H  4.5131  5.3584  0.3536
H  -1.4679  -1.2113  -6.1048
H  0.1509  -1.9299  -5.7094
H  -1.4111  -2.4498  -4.9862
H  2.1070  0.7176  3.6254
H  2.0980  2.6337  3.5915
H  0.9964  2.4088  1.3840
H  2.7945  -1.2332  0.4228
H  4.2752  0.3814  0.7884
H  0.4516  -0.1856  1.5832

For the energy above the lowest of the compared OMol25 structures with the same formula, charge and spin, the calculation gives 0.0 kcal per mole. The total energy comes out at -4319.724816 hartree. Its molar mass is 504.4 g/mol. As for the structure (SMILES): CNc1nc(C#Cc2ccc(Br)s2)nc2c1ncn2[C@H]1[C@H](O)[C@H](O)[C@]2(C(=O)OC)C[C@H]12. Its HOMO-LUMO gap is 7.79 eV.

No. 4
HN2O3S | ωB97M-V/def2-TZVPD

Cartesian coordinates (Å):
N  -1.4271  0.3516  -0.3799
N  -2.4650  -0.1130  0.1247
O  -2.7007  -1.1080  0.7709
O  1.6730  -1.6849  -0.8995
O  2.0445  0.0889  0.6819
S  1.2406  -1.0336  0.3819
H  -0.2843  -0.3257  -0.1853

For the energy above the lowest of the compared OMol25 structures with the same formula, charge and spin, the calculation gives 105.6 kcal per mole. The total energy comes out at -733.947940 hartree. Its molar mass is 109.1 g/mol. The charge is -1. Its HOMO-LUMO gap (spin up / spin down) is 6.69 / 7.35 eV.

No. 5
C5H4O2P | ωB97M-V/def2-TZVPD

Cartesian coordinates (Å):
C  0.4059  -0.2506  0.7342
C  0.1156  0.8516  -0.1884
C  -0.4769  -1.2392  0.7570
C  -1.0977  0.5390  -1.0727
C  -1.2131  1.5140  -0.0706
O  -3.1012  -0.5489  0.5345
O  -1.8329  2.3215  0.5705
P  -1.9907  -1.0492  -0.3384
H  1.3012  -0.1921  1.3504
H  0.9290  1.4937  -0.5285
H  -0.3697  -2.1057  1.3993
H  -1.1476  0.7020  -2.1377

For the energy above the lowest of the compared OMol25 structures with the same formula, charge and spin, the calculation gives 0.0 kcal per mole. The total energy comes out at -684.738338 hartree. Its molar mass is 127.1 g/mol. As for the structure (SMILES): O=C1[C@H]2C=CP([O-])[C@@H]12. The charge is -1. Its HOMO-LUMO gap is 6.75 eV.